Formula: C32H36BN3O2SY
Source: OMol25
Level of theory: wB97M-V/def2-TZVPD

Each line ends with the Mulliken charge.
CARTESIAN COORDINATES (ANGSTROEM)
Y1 0.60 0.32 0.38  -0.969
C1 2.32 -2.69 0.04  -0.319
C2 1.04 -2.99 0.49  -0.120
C3 0.60 -2.47 1.70  -0.436
C4 1.45 -1.68 2.48  -0.371
C5 2.73 -1.40 2.03  -0.468
C6 3.17 -1.89 0.80  -0.501
H1 2.66 -3.08 -0.91  0.444
H2 0.38 -3.58 -0.11  0.218
H3 -0.41 -2.69 2.05  0.429
H4 1.10 -1.28 3.42  0.295
H5 3.39 -0.79 2.64  0.504
H6 4.17 -1.67 0.45  0.503
C7 -3.77 1.17 -1.00  -1.069
C8 -2.37 1.22 -0.96  -0.145
N1 -1.67 1.11 0.15  -0.190
C9 -2.34 0.93 1.33  0.452
C10 -3.74 0.77 1.38  1.205
C11 -4.45 0.92 0.17  -0.750
C12 -4.36 0.49 2.61  -0.946
C13 -3.59 0.38 3.74  -1.109
C14 -2.20 0.57 3.70  -0.463
C15 -1.55 0.88 2.53  -0.383
N2 -0.18 1.09 2.34  0.780
C16 0.58 1.85 3.20  0.242
C17 0.15 2.52 4.34  -1.055
C18 1.03 3.29 5.12  -1.040
C19 2.35 3.43 4.80  -1.020
C20 2.83 2.83 3.61  1.073
C21 4.16 2.96 3.18  -0.800
C22 4.56 2.41 1.99  -1.248
C23 3.61 1.73 1.22  -0.672
N3 2.36 1.57 1.60  0.880
C24 1.95 2.08 2.80  0.368
H7 -4.28 1.30 -1.94  0.510
H8 -1.80 1.34 -1.88  0.654
H9 -5.53 0.84 0.17  0.471
H10 -5.43 0.36 2.65  0.435
H11 -4.06 0.14 4.68  0.406
H12 -1.63 0.47 4.62  0.707
H13 -0.88 2.45 4.65  0.689
H14 0.64 3.77 6.00  0.402
H15 3.03 4.01 5.42  0.432
H16 4.86 3.51 3.79  0.446
H17 5.58 2.50 1.63  0.484
H18 3.88 1.31 0.26  0.807
C25 2.65 3.42 -1.50  -1.130
S1 1.43 2.11 -1.70  0.333
C26 2.00 1.29 -3.20  -0.190
H19 3.66 3.01 -1.46  0.317
H20 2.43 3.94 -0.57  0.342
H21 2.55 4.11 -2.33  0.456
H22 1.98 2.00 -4.02  0.430
H23 1.31 0.47 -3.39  -0.371
H24 3.01 0.90 -3.06  0.307
C27 -2.59 -0.92 -3.96  -1.816
C28 -1.30 -1.70 -3.72  1.701
C29 -0.67 -2.07 -5.05  -2.105
O1 -0.40 -0.81 -3.01  0.056
B1 -0.37 -1.13 -1.65  0.924
O2 -1.12 -2.28 -1.45  -0.389
C30 -1.47 -2.88 -2.72  1.744
C31 -0.49 -4.02 -2.96  -1.987
C32 -2.88 -3.43 -2.62  -1.887
H25 -2.36 -0.02 -4.53  0.464
H26 -3.05 -0.63 -3.02  0.118
H27 -3.31 -1.51 -4.54  0.403
H28 -0.56 -1.17 -5.66  0.450
H29 -1.29 -2.77 -5.59  0.382
H30 0.32 -2.51 -4.91  0.368
H31 0.54 -3.66 -2.97  0.283
H32 -0.69 -4.54 -3.90  0.401
H33 -0.59 -4.75 -2.15  0.492
H34 -3.59 -2.67 -2.31  0.327
H35 -2.90 -4.23 -1.88  0.450
H36 -3.21 -3.85 -3.57  0.364

- total charge = +1
- gap between HOMO and LUMO (eV) = 6.90
- multiplicity = 1
- largest force on an atom (eV/A) = 0.65


Formula: C32H36Br2N2O3P2S4SbTc
Source: OMol25
Level of theory: wB97M-V/def2-TZVPD

Each line ends with the Mulliken charge.
CARTESIAN COORDINATES (ANGSTROEM)
Tc1 -0.52 -1.37 0.02  0.316
Br1 -3.65 -0.10 0.62  0.050
C1 -4.73 -1.57 1.28  -0.643
Br2 -3.82 -3.26 1.19  -0.082
H1 -5.61 -1.63 0.66  0.444
H2 -4.97 -1.36 2.31  0.437
O1 0.20 0.29 0.86  0.264
P1 1.02 1.56 0.55  1.045
C2 1.08 1.81 -1.29  -1.735
P2 -0.16 0.98 -2.29  1.274
O2 -0.84 -0.15 -1.47  0.920
C3 -1.40 2.10 -2.87  0.553
C4 -2.73 1.97 -2.49  0.603
C5 -3.67 2.87 -2.98  -1.063
C6 -3.27 3.89 -3.84  -0.575
C7 -1.94 4.02 -4.21  -0.900
C8 -0.99 3.13 -3.73  -0.718
C9 0.55 0.18 -3.73  -0.596
C10 -0.45 -0.48 -4.58  -0.081
C11 -0.03 -1.05 -5.87  -0.534
C12 1.39 -0.99 -6.21  -0.989
C13 2.27 -0.46 -5.35  -0.822
C14 1.85 0.14 -4.09  0.100
C15 0.27 3.00 1.22  0.402
C16 0.82 3.65 2.33  -0.672
C17 0.16 4.74 2.89  -0.797
C18 -1.05 5.17 2.35  -0.564
C19 -1.61 4.52 1.25  -0.877
C20 -0.95 3.44 0.69  0.028
C21 2.70 1.39 1.06  0.144
C22 3.59 2.46 0.89  -0.192
C23 4.91 2.32 1.28  -0.832
C24 5.34 1.12 1.84  -0.564
C25 4.46 0.06 2.01  -0.713
C26 3.14 0.19 1.62  -0.520
H3 2.09 1.50 -1.60  0.426
H4 0.99 2.88 -1.48  0.703
H5 -3.04 1.18 -1.81  0.062
H6 -4.71 2.79 -2.69  0.525
H7 -4.00 4.60 -4.21  0.479
H8 -1.63 4.82 -4.88  0.495
H9 0.04 3.24 -4.03  0.428
H10 -1.48 -0.15 -4.49  1.103
H11 -0.75 -1.11 -6.68  0.597
H12 1.70 -1.37 -7.18  0.517
H13 3.32 -0.42 -5.60  0.513
H14 2.61 0.61 -3.49  0.453
H15 1.75 3.32 2.76  0.477
H16 0.58 5.25 3.74  0.461
H17 -1.56 6.01 2.79  0.440
H18 -2.54 4.87 0.84  0.497
H19 -1.40 2.94 -0.17  0.170
H20 3.26 3.40 0.47  0.491
H21 5.60 3.14 1.16  0.457
H22 6.38 1.01 2.15  0.453
H23 4.81 -0.86 2.46  0.461
H24 2.44 -0.63 1.77  0.406
S1 -2.78 -3.37 -2.05  0.172
Sb1 -2.80 -3.14 -4.54  0.657
S2 -3.55 -1.62 -2.89  0.065
S3 -0.83 -3.17 -1.37  -0.196
S4 -0.37 -2.38 -4.51  0.024
C27 1.27 -4.74 1.31  -0.845
N1 0.73 -4.22 2.57  0.152
C28 0.99 -5.05 3.76  -0.646
C29 0.86 -4.24 5.02  -0.657
C30 -0.45 -3.49 5.00  -0.613
N2 -0.52 -2.66 3.78  0.223
C31 -1.26 -1.40 3.88  -0.735
C32 0.03 -3.09 2.66  0.325
O3 -0.09 -2.34 1.58  -0.210
H25 2.35 -4.64 1.31  0.361
H26 0.85 -4.21 0.46  -0.023
H27 1.01 -5.79 1.24  0.396
H28 2.00 -5.46 3.64  0.397
H29 0.29 -5.89 3.74  0.351
H30 1.69 -3.53 5.10  0.305
H31 0.91 -4.90 5.89  0.383
H32 -0.55 -2.82 5.85  0.401
H33 -1.31 -4.18 5.01  0.293
H34 -0.97 -0.92 4.82  0.381
H35 -2.33 -1.59 3.89  0.285
H36 -1.01 -0.73 3.06  0.029

- total charge = +4
- gap between HOMO and LUMO (spin up / spin down) (eV) = 6.10 / 6.10
- multiplicity = 1
- largest force on an atom (eV/A) = 1.01


Formula: C32H36GeMnN4O2S
Source: OMol25
Level of theory: wB97M-V/def2-TZVPD

Each line ends with the Mulliken charge.
CARTESIAN COORDINATES (ANGSTROEM)
Mn1 -0.07 0.52 0.30  -1.368
C1 1.14 -0.32 -3.15  0.221
C2 1.87 0.97 -2.92  0.189
C3 3.07 1.22 -3.57  -1.020
C4 3.75 2.41 -3.38  -0.898
C5 3.23 3.36 -2.52  -0.920
C6 2.03 3.14 -1.85  1.857
C7 1.52 4.19 -0.90  -1.391
C8 1.34 1.94 -2.06  -0.949
N1 0.13 1.70 -1.35  1.521
C9 -0.88 2.58 -1.58  -0.438
O1 -1.02 3.31 -2.55  -0.713
C10 -1.83 2.63 -0.42  0.544
C11 -2.97 3.40 -0.35  -0.816
C12 -3.70 3.40 0.84  -0.541
C13 -3.25 2.64 1.91  -0.598
C14 -2.10 1.88 1.75  0.355
N2 -1.42 1.89 0.61  1.254
C15 -1.53 0.96 2.78  0.035
O2 -1.96 0.92 3.92  -0.719
N3 -0.54 0.21 2.25  0.558
C16 0.08 -0.73 3.13  -1.283
C17 -0.38 -2.05 3.17  2.014
C18 -1.71 -2.44 2.59  -1.656
C19 0.37 -3.00 3.87  -0.815
C20 1.51 -2.64 4.56  -0.952
C21 1.87 -1.30 4.63  -1.047
C22 1.15 -0.33 3.95  1.284
C23 1.45 1.13 4.17  -1.347
H1 1.78 -1.05 -3.64  0.536
H2 0.25 -0.16 -3.77  0.236
H3 0.80 -0.72 -2.20  -1.128
H4 3.47 0.47 -4.24  0.446
H5 4.69 2.58 -3.88  0.404
H6 3.77 4.28 -2.35  0.409
H7 2.33 4.87 -0.62  0.468
H8 1.13 3.73 0.02  0.046
H9 0.72 4.77 -1.35  0.340
H10 -3.26 3.98 -1.21  0.595
H11 -4.61 3.97 0.92  0.457
H12 -3.76 2.61 2.86  0.582
H13 -2.06 -1.73 1.85  0.212
H14 -2.45 -2.46 3.40  0.438
H15 -1.67 -3.44 2.15  0.450
H16 0.03 -4.03 3.87  0.463
H17 2.09 -3.38 5.09  0.429
H18 2.71 -1.00 5.25  0.417
H19 2.17 1.25 4.98  0.461
H20 0.53 1.66 4.45  0.236
H21 1.85 1.60 3.28  0.173
S1 2.42 0.92 0.66  -0.454
C24 2.27 -0.78 0.57  0.737
C25 3.32 -1.70 0.78  -1.033
C26 3.05 -3.04 0.68  -0.519
C27 1.75 -3.46 0.39  -1.200
C28 0.77 -2.52 0.21  -0.200
N4 1.03 -1.20 0.27  1.395
H22 4.30 -1.32 1.00  0.516
H23 3.83 -3.77 0.83  0.432
H24 1.50 -4.51 0.30  0.508
H25 -0.24 -2.82 -0.02  0.558
C29 -3.71 -2.31 -1.93  -1.524
Ge1 -1.97 -1.41 -2.30  1.026
C30 -2.34 -0.13 -3.76  -1.331
C31 -0.73 -2.85 -2.87  -1.232
C32 -1.66 -0.57 -0.53  -0.248
H26 -4.06 -2.84 -2.81  0.401
H27 -4.46 -1.58 -1.64  0.421
H28 -3.61 -3.04 -1.12  0.416
H29 -2.11 -0.60 -4.72  0.418
H30 -1.77 0.79 -3.68  0.340
H31 -3.40 0.12 -3.76  0.416
H32 -0.67 -2.86 -3.96  0.432
H33 -1.12 -3.81 -2.55  0.453
H34 0.28 -2.73 -2.49  0.260
H35 -1.78 -1.40 0.17  -0.583
H36 -2.56 0.04 -0.43  0.563

- gap between HOMO and LUMO (spin up / spin down) (eV) = 6.38 / 6.67
- multiplicity = 4
- <S²> = 4.026
- largest force on an atom (eV/A) = 0.98


Formula: C32H37BiN6O3PS2
Source: OMol25
Level of theory: wB97M-V/def2-TZVPD

Each line ends with the Mulliken charge.
CARTESIAN COORDINATES (ANGSTROEM)
Bi1 -0.19 0.01 0.50  3.033
C1 0.93 -2.73 -1.45  -1.396
C2 0.93 -3.74 -0.30  -0.630
C3 1.61 -3.34 0.98  0.434
C4 2.15 -4.34 1.78  -1.115
C5 2.75 -4.01 2.98  -0.320
C6 2.79 -2.68 3.35  -0.891
C7 2.24 -1.74 2.50  -0.024
N1 1.66 -2.06 1.33  0.236
N2 -0.13 -1.71 -1.48  0.693
C8 -1.49 -2.29 -1.42  -1.531
C9 -1.89 -2.64 -0.02  0.086
C10 -2.65 -3.74 0.26  -0.332
C11 -2.97 -4.10 1.59  -0.997
C12 -2.40 -3.29 2.61  -0.765
C13 -1.65 -2.21 2.30  -0.443
N3 -1.40 -1.81 0.98  0.320
C14 0.02 -0.93 -2.72  -1.617
C15 1.26 -0.08 -2.74  0.853
C16 1.79 0.38 -3.95  -1.095
C17 2.88 1.22 -3.92  -0.534
C18 3.43 1.58 -2.70  -0.757
C19 2.85 1.07 -1.55  -0.601
N4 1.79 0.26 -1.57  0.601
H1 0.85 -3.30 -2.39  0.438
H2 1.89 -2.21 -1.47  0.349
H3 1.43 -4.64 -0.67  0.562
H4 -0.09 -4.06 -0.07  0.292
H5 2.10 -5.37 1.45  0.438
H6 3.17 -4.78 3.61  0.411
H7 3.25 -2.36 4.28  0.447
H8 2.26 -0.69 2.75  0.100
H9 -1.54 -3.19 -2.06  0.484
H10 -2.16 -1.55 -1.83  0.511
H11 -2.98 -4.36 -0.57  0.430
H12 -3.58 -4.96 1.81  0.400
H13 -2.56 -3.53 3.65  0.449
H14 -1.22 -1.58 3.06  0.363
H15 -0.85 -0.27 -2.81  0.183
H16 0.01 -1.60 -3.59  0.625
H17 1.33 0.08 -4.89  0.489
H18 3.31 1.59 -4.85  0.424
H19 4.29 2.23 -2.63  0.463
H20 3.23 1.32 -0.57  0.379
O1 -1.99 0.47 -0.62  -0.480
C20 -2.53 1.14 -1.61  -0.474
C21 -3.71 0.61 -2.18  -0.303
C22 -4.31 1.20 -3.27  -0.672
C23 -3.77 2.34 -3.84  -0.822
C24 -2.63 2.89 -3.28  -1.045
C25 -2.01 2.33 -2.16  0.699
C26 -0.86 3.02 -1.55  -0.200
N5 -0.02 2.55 -0.65  1.327
C27 0.89 3.56 -0.41  -0.558
C28 0.60 4.64 -1.17  -1.352
N6 -0.52 4.29 -1.89  -0.003
H21 -4.12 -0.27 -1.71  0.617
H22 -5.22 0.76 -3.68  0.433
H23 -4.22 2.80 -4.71  0.400
H24 -2.21 3.78 -3.74  0.350
H25 1.68 3.44 0.32  0.417
H26 1.05 5.61 -1.25  0.469
H27 -1.04 4.89 -2.51  0.190
C29 -1.40 5.85 2.05  -1.142
C30 -1.43 4.56 2.83  -0.300
O2 -0.15 3.91 2.64  -0.256
P1 0.10 2.42 3.13  1.159
S1 -1.45 1.24 2.63  -0.683
S2 1.88 1.86 2.54  -0.505
O3 0.01 2.64 4.72  -0.366
C31 0.15 1.52 5.61  0.029
C32 -0.90 1.62 6.68  -1.272
H28 -2.35 6.38 2.18  0.414
H29 -1.25 5.65 0.99  0.148
H30 -0.60 6.50 2.40  0.299
H31 -2.21 3.89 2.47  0.344
H32 -1.58 4.73 3.90  0.330
H33 1.16 1.55 6.01  0.296
H34 0.04 0.59 5.04  0.096
H35 -0.81 2.57 7.22  0.302
H36 -0.78 0.81 7.40  0.402
H37 -1.90 1.55 6.25  0.261

- gap between HOMO and LUMO (spin up / spin down) (eV) = 4.93 / 8.14
- multiplicity = 2
- <S²> = 0.769
- largest force on an atom (eV/A) = 0.12


Formula: C32H37CrN4O4P2SSi
Source: OMol25
Level of theory: wB97M-V/def2-TZVPD

Each line ends with the Mulliken charge.
CARTESIAN COORDINATES (ANGSTROEM)
Cr1 1.26 1.14 -0.48  0.549
C1 4.66 0.18 -0.59  -1.417
P1 3.02 -0.46 -1.09  2.097
C2 3.10 -2.19 -0.57  -1.633
C3 3.15 -0.46 -2.92  0.318
C4 3.66 -1.52 -3.65  -0.692
C5 3.79 -1.43 -5.03  -0.759
C6 3.44 -0.26 -5.68  -0.789
C7 2.93 0.81 -4.96  -0.824
C8 2.77 0.72 -3.58  -0.325
P2 1.97 2.05 -2.61  1.822
C9 0.64 2.68 -3.66  -1.374
C10 3.14 3.43 -2.55  -1.517
H1 5.44 -0.40 -1.09  0.485
H2 4.75 0.10 0.49  0.417
H3 4.74 1.23 -0.84  0.218
H4 4.05 -2.64 -0.87  0.549
H5 2.28 -2.77 -1.00  0.411
H6 3.02 -2.23 0.51  0.414
H7 3.94 -2.44 -3.15  0.340
H8 4.17 -2.27 -5.59  0.410
H9 3.55 -0.18 -6.76  0.408
H10 2.63 1.71 -5.48  0.348
H11 0.00 1.85 -3.98  0.154
H12 1.04 3.20 -4.53  0.549
H13 0.04 3.36 -3.06  0.475
H14 3.56 3.61 -3.54  0.465
H15 3.94 3.24 -1.83  0.276
H16 2.60 4.32 -2.22  0.433
C11 -3.90 -2.04 -3.35  -1.101
Si1 -3.54 -0.21 -3.31  0.140
C12 -2.25 0.18 -4.59  -0.916
C13 -5.09 0.72 -3.81  -1.185
C14 -3.18 0.27 -1.51  0.345
C15 -4.32 0.52 -0.74  -0.179
C16 -4.23 0.91 0.58  -1.104
C17 -2.97 1.04 1.12  -0.352
N1 -1.85 0.77 0.44  -0.108
C18 -1.95 0.40 -0.83  0.388
S1 -0.46 -0.05 -1.67  -0.799
H17 -4.32 -2.33 -4.32  0.337
H18 -4.63 -2.32 -2.58  0.341
H19 -3.00 -2.63 -3.18  0.310
H20 -2.62 -0.17 -5.56  0.427
H21 -1.30 -0.31 -4.38  0.243
H22 -2.08 1.26 -4.66  0.263
H23 -5.25 0.61 -4.89  0.356
H24 -4.99 1.79 -3.59  0.369
H25 -5.98 0.35 -3.31  0.343
H26 -5.30 0.42 -1.19  0.226
H27 -5.11 1.12 1.18  0.408
H28 -2.83 1.36 2.15  0.457
O1 0.57 4.93 0.34  -0.678
C19 0.98 3.80 0.23  0.542
O2 0.30 2.80 -0.30  -0.550
C20 2.40 3.37 0.69  0.572
O3 3.16 4.11 1.27  -0.699
O4 2.69 2.12 0.38  -0.688
N2 -0.57 -0.79 6.20  0.034
C21 -1.12 -1.64 7.14  0.723
C22 -1.40 -1.49 8.50  -1.052
C23 -1.96 -2.58 9.13  -0.406
C24 -2.24 -3.78 8.45  -0.472
C25 -1.96 -3.91 7.10  -0.742
C26 -1.39 -2.82 6.44  0.495
N3 -1.01 -2.69 5.12  -0.641
C27 -0.54 -1.48 5.02  -0.133
C28 -0.02 -0.90 3.77  1.350
C29 -0.08 -1.64 2.60  -1.093
C30 0.37 -1.08 1.43  -0.722
N4 0.90 0.15 1.37  1.281
C31 0.98 0.86 2.50  -0.943
C32 0.52 0.37 3.71  -0.973
H29 -0.29 0.16 6.35  0.158
H30 -1.20 -0.57 9.03  0.385
H31 -2.20 -2.51 10.19  0.385
H32 -2.68 -4.60 8.99  0.382
H33 -2.16 -4.83 6.57  0.432
H34 -0.51 -2.64 2.60  0.516
H35 0.29 -1.60 0.48  0.676
H36 1.42 1.84 2.42  0.497
H37 0.62 1.01 4.58  0.344

- gap between HOMO and LUMO (spin up / spin down) (eV) = 7.14 / 7.19
- multiplicity = 4
- <S²> = 3.790
- largest force on an atom (eV/A) = 0.58


Formula: C32H37CrN4O4P2SSi
Source: OMol25
Level of theory: wB97M-V/def2-TZVPD

Each line ends with the Mulliken charge.
CARTESIAN COORDINATES (ANGSTROEM)
Cr1 -0.34 0.01 -0.31  -0.791
C1 -1.68 3.26 0.05  -1.789
P1 -0.57 2.08 0.91  2.256
C2 0.68 3.31 1.45  -1.255
C3 -1.52 1.65 2.41  -0.058
C4 -2.22 2.62 3.12  -0.555
C5 -3.01 2.29 4.21  -0.794
C6 -3.10 0.97 4.62  -0.855
C7 -2.41 -0.02 3.93  -0.756
C8 -1.62 0.30 2.82  0.265
P2 -0.84 -1.02 1.81  1.895
C9 -2.31 -2.09 1.48  -1.480
C10 -0.01 -2.15 2.99  -1.274
H1 -1.75 4.19 0.60  0.592
H2 -2.67 2.83 -0.07  0.421
H3 -1.26 3.46 -0.94  0.424
H4 0.18 4.05 2.08  0.437
H5 1.06 3.81 0.56  0.448
H6 1.50 2.87 2.00  0.222
H7 -2.17 3.66 2.80  0.280
H8 -3.56 3.06 4.74  0.408
H9 -3.71 0.70 5.47  0.405
H10 -2.50 -1.05 4.25  0.229
H11 -2.82 -2.36 2.41  0.562
H12 -2.00 -3.00 0.98  0.390
H13 -3.00 -1.54 0.84  0.288
H14 -0.72 -2.37 3.79  0.480
H15 0.90 -1.73 3.41  0.244
H16 0.22 -3.08 2.47  0.433
C11 5.13 -1.03 -1.31  -0.923
Si1 5.49 -0.50 0.43  0.281
C12 6.35 -1.93 1.28  -1.082
C13 6.66 0.96 0.37  -1.089
C14 4.09 0.00 1.63  0.760
C15 4.54 0.30 2.92  -0.439
C16 3.67 0.63 3.95  -1.315
C17 2.34 0.63 3.66  -0.376
N1 1.85 0.37 2.44  0.095
C18 2.67 0.09 1.42  0.120
S1 2.00 -0.12 -0.20  -0.045
H17 6.08 -1.30 -1.79  0.331
H18 4.66 -0.23 -1.89  0.297
H19 4.47 -1.89 -1.35  0.266
H20 7.28 -2.17 0.75  0.317
H21 5.71 -2.82 1.27  0.296
H22 6.60 -1.70 2.32  0.348
H23 7.59 0.68 -0.14  0.310
H24 6.92 1.32 1.37  0.347
H25 6.21 1.79 -0.18  0.314
H26 5.61 0.26 3.13  0.254
H27 4.03 0.86 4.94  0.403
H28 1.59 0.86 4.42  0.475
O1 -3.90 0.96 -1.89  -0.669
C19 -2.75 0.81 -1.59  0.437
O2 -2.30 0.21 -0.50  -0.615
C20 -1.57 1.32 -2.49  0.667
O3 -1.76 1.91 -3.53  -0.691
O4 -0.39 1.02 -1.97  -0.738
N2 -1.62 -5.93 -4.18  0.026
C21 -1.57 -7.29 -4.40  0.704
C22 -2.09 -8.12 -5.40  -1.037
C23 -1.81 -9.47 -5.29  -0.392
C24 -1.05 -9.98 -4.22  -0.460
C25 -0.54 -9.16 -3.24  -0.744
C26 -0.81 -7.79 -3.33  0.514
N3 -0.41 -6.75 -2.51  -0.655
C27 -0.91 -5.67 -3.04  -0.077
C28 -0.74 -4.32 -2.48  1.389
C29 -1.32 -3.19 -3.02  -1.188
C30 -1.14 -1.96 -2.41  -0.602
N4 -0.40 -1.80 -1.31  1.220
C31 0.21 -2.89 -0.82  -0.556
C32 0.06 -4.15 -1.36  -1.037
H29 -2.09 -5.26 -4.76  0.168
H30 -2.67 -7.72 -6.22  0.378
H31 -2.19 -10.15 -6.04  0.379
H32 -0.86 -11.05 -4.18  0.376
H33 0.04 -9.55 -2.41  0.425
H34 -1.94 -3.23 -3.91  0.325
H35 -1.60 -1.09 -2.83  0.350
H36 0.85 -2.72 0.03  0.553
H37 0.55 -5.01 -0.92  0.537

- gap between HOMO and LUMO (spin up / spin down) (eV) = 7.03 / 7.06
- multiplicity = 4
- <S²> = 3.790
- largest force on an atom (eV/A) = 1.32


Record-wise energy above the lowest of the compared OMol25 structures with the same formula, charge and spin values, in kcal/mol: 12.3; 21.0; 0.0; 0.0; 7.5; 11.1